The following is a quantum chemistry calculation of a structure of composition C17H54F5N3O21S3Y, from the OMol25 dataset.

As for the HOMO energy: -10.6 eV. The frontier orbital gap comes out at 0.9 eV. The max |F| comes out at 0.2064 Eh/bohr. Its net charge is +1.

```
104
C17H54F5N3O21S3Y the ωB97M-V functional and the def2-TZVPD basis
Y -0.006 -6.337 -2.082
C -1.043 -0.095 -0.510
F -1.780 0.921 -0.938
F 0.020 -0.108 -1.356
F -0.593 -0.058 0.786
S -2.028 -1.785 -0.740
O -2.759 -1.860 0.541
O -2.846 -1.687 -1.956
O -1.106 -2.873 -0.849
N -2.287 -7.645 -4.126
S -3.228 -7.339 -5.311
O -4.659 -7.676 -5.319
O -2.518 -7.300 -6.572
F -3.336 -5.798 -4.876
S -2.655 -9.315 -4.403
O -2.175 -9.897 -5.616
O -3.927 -9.789 -3.809
F -1.642 -9.840 -3.276
O 1.334 -5.441 0.838
H 0.955 -4.715 1.332
H 2.198 -5.572 1.228
O -2.379 -6.899 0.141
H -3.275 -6.673 -0.107
H -2.475 -7.413 0.943
O -0.213 -3.556 3.916
H -0.244 -3.655 4.868
H -1.078 -3.220 3.681
O -5.199 -4.905 3.057
H -4.555 -5.167 3.715
H -4.676 -4.638 2.301
C -8.198 -2.158 -2.014
C -8.999 -0.851 -1.920
O -8.330 0.327 -1.802
O -7.763 -2.747 -0.762
H -7.284 -2.090 -2.604
H -8.755 -2.807 -2.689
H -9.731 -1.051 -1.137
H -9.598 -0.623 -2.801
H -8.733 0.751 -2.563
H -7.027 -2.142 -0.646
C -3.670 2.503 -4.723
C -4.844 1.419 -4.605
O -4.734 0.171 -5.319
O -3.552 3.004 -6.076
H -2.692 2.124 -4.429
H -3.828 3.313 -4.012
H -5.853 1.814 -4.722
H -4.949 1.135 -3.558
H -4.244 -0.350 -4.679
H -2.672 3.378 -6.161
C 3.150 3.957 -0.822
C 2.524 5.257 -0.484
O 2.715 6.350 -1.434
O 4.506 3.969 -0.287
H 3.023 3.735 -1.882
H 2.612 3.210 -0.239
H 2.735 5.629 0.519
H 1.441 5.135 -0.457
H 3.593 6.739 -1.445
H 4.741 3.099 0.043
C 1.662 0.405 -6.512
C 1.679 1.441 -7.609
O 0.661 2.368 -7.278
O 0.400 -0.246 -6.407
H 1.908 0.863 -5.554
H 2.367 -0.427 -6.512
H 1.547 1.110 -8.639
H 2.541 2.104 -7.534
H 1.039 3.188 -7.604
H -0.282 0.430 -6.435
C 8.863 0.838 1.749
C 8.530 1.045 3.240
C 7.197 0.416 3.695
O 6.129 1.005 3.017
C 4.913 0.333 3.262
N 9.710 0.613 3.919
H 8.073 1.328 1.179
H 8.806 -0.226 1.523
H 9.828 1.268 1.481
H 8.418 2.106 3.462
H 7.009 0.426 4.768
H 7.150 -0.630 3.394
H 4.124 1.035 2.994
H 4.737 -0.032 4.274
H 4.597 -0.485 2.615
H 10.549 1.175 3.894
H 9.447 0.607 4.894
C -0.235 2.893 5.257
C 0.778 3.547 6.286
C 0.439 5.021 6.636
O 1.486 5.470 7.612
C 1.358 6.832 7.993
N 0.620 2.681 7.462
H -1.203 2.807 5.751
H 0.043 1.925 4.839
H -0.226 3.605 4.432
H 1.736 3.461 5.774
H -0.558 5.148 7.057
H 0.455 5.720 5.800
H 0.333 7.048 8.291
H 1.631 7.528 7.200
H 2.031 7.114 8.802
H 1.346 1.985 7.549
H 0.959 3.289 8.194
```

Results of the Mulliken charge analysis, in e, for atoms 1 through 99: 2.111 0.576 -0.164 -0.226 -0.190 1.083 -0.559 -0.527 -0.561 -0.171 0.941 -0.467 -0.545 -0.282 1.004 -0.468 -0.494 -0.296 -0.545 0.330 0.307 -0.482 0.318 0.282 -0.625 0.318 0.319 -0.593 0.307 0.287 -0.495 -0.400 -0.471 -0.504 0.253 0.359 0.241 0.365 0.345 0.308 -0.200 -0.504 -0.480 -0.515 0.205 0.299 0.316 0.288 0.301 0.299 -0.047 -0.533 -0.547 -0.502 0.225 0.194 0.329 0.305 0.303 0.275 -0.358 -0.355 -0.509 -0.512 0.197 0.326 0.245 0.343 0.303 0.322 -1.268 0.511 -0.723 -0.257 -0.843 -0.722 0.262 0.317 0.372 0.241 0.365 0.339 0.277 0.326 0.324 0.251 0.228 -1.388 0.518 -0.740 -0.342 -0.725 -0.782 0.343 0.331 0.336 0.260 0.393 0.421

The following is a quantum chemistry calculation of a structure of composition C43H38BaN7, from the OMol25 dataset.

The relative energy (zero: lowest compared OMol25 entry of this formula, charge and spin) comes out at 90.7 kJ/mol. As for the HOMO energy: -9.2 eV. The frontier orbital gap comes out at 6.5 eV. The max |F| comes out at 0.0203 Eh/bohr. Its net charge is +1.

```
89
C43H38BaN7 the ωB97M-V functional and the def2-TZVPD basis
Ba -0.079 -0.465 -0.083
C 1.524 3.651 0.750
C 2.344 2.503 0.110
C 2.997 1.649 1.155
C 4.302 1.880 1.577
C 4.822 1.119 2.609
C 4.018 0.158 3.201
C 2.733 -0.004 2.715
N 2.225 0.710 1.708
N 0.163 3.185 1.070
C -0.902 3.948 0.444
C -1.767 3.195 -0.542
C -3.144 3.356 -0.541
C -3.882 2.854 -1.607
C -3.212 2.204 -2.628
C -1.835 2.026 -2.510
N -1.121 2.492 -1.484
C -0.027 2.983 2.496
C -1.270 2.214 2.864
C -2.364 2.850 3.440
C -3.431 2.096 3.902
C -3.354 0.715 3.803
C -2.232 0.166 3.205
N -1.223 0.882 2.708
H 2.018 4.030 1.652
H 1.473 4.492 0.059
H 1.550 1.953 -0.385
H 3.073 2.846 -0.624
H 4.894 2.648 1.097
H 5.836 1.279 2.951
H 4.374 -0.453 4.018
H 2.074 -0.744 3.156
H -1.541 4.438 1.188
H -0.456 4.761 -0.136
H -3.621 3.901 0.263
H -4.957 2.977 -1.640
H -3.728 1.799 -3.486
H -1.298 1.469 -3.264
H 0.807 2.396 2.868
H -0.023 3.941 3.043
H -2.357 3.927 3.544
H -4.287 2.575 4.357
H -4.137 0.073 4.180
H -2.139 -0.915 3.132
N -2.786 -0.202 -0.169
C -3.556 -1.337 -0.577
C -4.449 -1.888 0.335
C -5.199 -3.008 0.009
C -5.060 -3.571 -1.249
C -4.171 -3.012 -2.153
C -3.393 -1.893 -1.851
C -2.427 -1.382 -2.875
C -2.882 -1.307 -4.192
C -2.005 -1.002 -5.224
C -0.668 -0.782 -4.927
C -0.251 -0.795 -3.598
C -1.096 -1.083 -2.510
H -3.165 0.188 0.688
H -2.828 0.541 -0.864
H -4.571 -1.422 1.308
H -5.891 -3.425 0.729
H -5.632 -4.447 -1.524
H -4.043 -3.470 -3.126
H -3.925 -1.498 -4.424
H -2.357 -0.960 -6.247
H 0.037 -0.584 -5.727
H 0.806 -0.594 -3.419
C 4.325 -0.338 -2.685
C 3.093 -0.080 -2.071
N 2.592 -0.809 -1.095
C 3.306 -1.876 -0.663
C 4.549 -2.215 -1.213
C 5.052 -1.412 -2.252
C 5.282 -3.346 -0.715
C 4.798 -4.089 0.295
C 3.531 -3.772 0.892
C 3.016 -4.517 1.967
C 1.806 -4.179 2.512
C 1.114 -3.100 1.952
N 1.564 -2.384 0.941
C 2.774 -2.691 0.418
H 4.674 0.301 -3.483
H 2.493 0.761 -2.402
H 6.008 -1.657 -2.697
H 6.235 -3.582 -1.172
H 5.350 -4.939 0.677
H 3.585 -5.353 2.352
H 1.381 -4.727 3.340
H 0.143 -2.823 2.355
```

Want to see where the charge sits? The Mulliken charges in e are: 1.369 -1.547 -0.029 0.450 -0.874 -0.561 -0.963 -0.562 0.863 0.952 -1.629 1.260 -0.783 -0.587 -0.728 -0.395 -0.173 -1.084 0.349 -0.690 -0.660 -0.589 -0.360 0.244 0.558 0.444 -0.640 0.885 0.555 0.475 0.486 0.442 0.322 0.593 0.418 0.435 0.442 0.586 0.405 0.396 0.438 0.444 0.483 0.320 0.138 0.459 -0.658 -0.688 -0.836 -0.857 0.578 0.571 -0.538 -0.830 -0.659 -0.312 -0.153 -0.112 -0.265 0.453 0.415 0.397 0.517 0.517 0.416 0.387 0.250 -1.268 -0.508 0.329 -0.432 1.214 -0.885 -0.869 -0.930 1.087 -0.731 -0.954 -0.364 0.422 0.169 0.467 0.710 0.438 0.428 0.428 0.437 0.471 0.393

The following is a quantum chemistry calculation of a cluster of 2 separate species, C15H24N5O3 in total, from the OMol25 dataset.

As for the HOMO energy: -11.4 eV. The frontier orbital gap comes out at 8.4 eV. The max |F| comes out at 0.0485 Eh/bohr. Its net charge is +1.

```
47
C15H24N5O3 the ωB97M-V functional and the def2-TZVPD basis
O 0.303 4.266 3.574
O -2.756 0.855 2.225
O 2.557 -1.051 -0.839
C -0.294 3.908 2.575
C -2.445 1.666 1.365
C 3.487 -0.620 -1.760
C 4.374 -1.615 -2.053
C 4.002 -2.735 -1.232
C -1.845 -1.003 -0.196
C 2.906 -2.345 -0.513
C -0.755 -0.184 -0.323
C -0.933 -1.374 -2.182
N -1.954 -1.724 -1.372
N -3.405 2.195 0.600
N 1.022 -4.541 -1.114
N -0.309 2.618 2.239
N -0.195 -0.429 -1.564
C -1.000 4.936 1.713
C -3.266 3.053 -0.580
C 2.254 -3.197 0.542
C 0.899 -3.752 0.115
C -0.168 0.689 0.764
C -0.958 1.972 1.086
H 3.510 0.373 -2.200
H 5.209 -1.557 -2.746
H 4.512 -3.692 -1.168
H -2.464 -1.109 0.692
H -0.675 -1.859 -3.121
H -2.635 -2.457 -1.554
H -4.342 1.954 0.890
H 1.870 -5.111 -1.095
H 0.204 -5.136 -1.251
H 0.148 2.023 2.915
H 0.740 -0.137 -1.839
H -0.632 4.883 0.691
H -0.782 5.926 2.115
H -2.074 4.770 1.754
H -4.251 3.235 -1.015
H -2.641 2.569 -1.333
H -2.831 4.016 -0.309
H 2.914 -4.034 0.787
H 2.132 -2.601 1.451
H 0.509 -4.387 0.918
H 0.193 -2.934 -0.035
H 0.852 0.963 0.489
H -0.103 0.083 1.672
H -0.886 2.630 0.223
```

Want to see where the charge sits? The Mulliken charges in e are: -0.643 -0.677 -0.197 0.648 -0.258 -0.311 -0.734 -0.331 -0.655 0.415 0.286 -0.487 0.082 -0.051 -0.545 -0.090 0.198 -0.944 -0.717 -1.009 0.247 -1.656 0.658 0.482 0.422 0.439 0.532 0.395 0.249 0.290 0.223 0.232 0.236 0.218 0.294 0.336 0.229 0.362 0.204 0.199 0.379 0.359 0.416 -0.385 0.550 0.516 0.595

Q: Look up the net charge of the first one.
A: +1

Q: The highest frontier orbital gap belongs to which entry?
A: C15H24N5O3

Q: What is the net charge in the first record?
A: +1